[1]
ORCA calculation (ωB97M-V/def2-TZVPD) on a structure of composition C3H3OTl.

```
8
Properties=species:S:1:pos:R:3
C 0.5657 1.2002 -2.0227
H -0.4347 -1.7354 3.3759
H -0.9601 -0.4215 -2.5511
O -0.4395 0.0446 2.5083
C -0.2009 -1.1801 2.4017
C -0.2594 0.3536 -2.2821
Tl 0.3852 -0.1818 0.3900
H 1.3437 1.9203 -1.8201
```

Results
energy relative to the best compared isomer or geometry (same formula, charge and spin): 0.0 kcal/mol
electronic energy: -9895.0347 eV
E_HOMO: -7.22 eV
multiplicity: 1
charge: 0
frontier orbital gap: 7.223 eV

Mulliken analysis output, partial charges in e: C -0.286; H 0.192; H 0.412; O -0.397; C -0.484; C -0.451; Tl 0.612; H 0.402


[2]
ORCA calculation (ωB97M-V/def2-TZVPD) on an isolated molecule of C3H3P.

```
7
Properties=species:S:1:pos:R:3
C -1.9166 1.1017 0.0579
C 0.4971 0.0861 0.0186
C -0.7801 0.7490 0.1102
P 2.0713 0.6170 -0.1363
H -2.8690 1.3456 -0.2240
H 0.4140 -0.9093 -0.1400
H 2.6961 -0.6593 -0.5544
```

Results
energy relative to the best compared isomer or geometry (same formula, charge and spin): 6.2 kcal/mol
electronic energy: -12444.7193 eV
E_HOMO: -9.31 eV
multiplicity: 1
charge: 0
structure (SMILES): [H]/P=C/C#C
frontier orbital gap: 8.834 eV

natural (NBO) analysis output, partial charges in e: C -0.187; C -0.640; C -0.044; P 0.464; H 0.226; H 0.228; H -0.047


[3]
ORCA calculation (ωB97M-V/def2-TZVPD) on an isolated molecule of C3H3P3.

```
9
Properties=species:S:1:pos:R:3
H -1.8116 -2.4567 -0.4365
C -0.2618 0.8241 0.0988
P 1.8684 -1.2264 0.0253
P -2.4841 -1.2175 -0.0292
H 2.5832 -0.0649 0.1366
P -0.2750 2.4497 -0.0266
C 0.4530 -0.3681 0.0845
H 1.0440 2.3287 -0.0096
C -1.1160 -0.2689 0.1567
```

Results
energy relative to the best compared isomer or geometry (same formula, charge and spin): 74.4 kcal/mol
electronic energy: -31020.1947 eV
E_HOMO (alpha / beta): -8.82 / -8.82 eV
multiplicity: 1
charge: 0
structure (SMILES): P=C1C(=P)C1=P
frontier orbital gap (alpha / beta): 6.668 / 6.669 eV

natural (NBO) analysis output, partial charges in e: H -0.038; C -0.485; P 0.472; P 0.466; H -0.053; P 0.512; C -0.405; H -0.058; C -0.411